Molecular formula: C43H118N20O19
Method: DFT, ωB97M-V/def2-TZVPD

```
200
Properties=species:S:1:pos:R:3:lowdin_charge:R:1
C 8.014 8.076 -3.147 -0.11
O 8.295 8.745 -1.911 -0.19
C 7.210 9.560 -1.493 -0.20
C 6.333 8.774 -0.425 -0.18
N 5.698 7.459 -0.840 -0.04
C 5.009 6.869 0.366 -0.19
C 3.918 5.742 0.053 -0.24
O 3.024 6.159 -0.945 -0.20
C 1.894 5.200 -1.140 -0.05
H 8.789 7.393 -3.497 0.08
H 8.149 8.890 -3.859 0.08
H 7.066 7.542 -3.212 0.08
H 6.576 9.989 -2.270 0.11
H 7.604 10.394 -0.913 0.11
H 5.484 9.411 -0.178 0.10
H 6.873 8.535 0.491 0.11
H 5.010 7.703 -1.538 0.09
H 4.324 7.422 1.010 0.10
H 5.621 6.272 1.042 0.11
H 3.322 5.462 0.922 0.09
H 4.546 4.924 -0.302 0.11
H 1.202 5.884 -1.631 0.09
H 1.304 4.981 -0.250 0.05
H 2.206 4.314 -1.692 0.08
C -0.532 2.463 -1.721 -0.13
O 0.197 1.350 -1.374 -0.21
C 0.155 0.139 -2.229 -0.13
C 1.075 -0.981 -1.656 -0.15
N 0.279 -1.954 -0.815 -0.08
C 1.122 -2.989 -0.285 -0.17
C 0.364 -3.772 0.922 -0.17
O 0.477 -2.998 2.085 -0.21
C -0.179 -3.432 3.343 -0.03
H -0.190 3.369 -1.222 0.07
H -1.600 2.258 -1.644 0.08
H -0.249 2.730 -2.739 0.08
H 0.325 0.430 -3.266 0.11
H -0.846 -0.286 -2.168 0.10
H 1.790 -0.468 -1.013 0.10
H 1.707 -1.421 -2.427 0.11
H 0.072 -1.371 -0.017 0.08
H 1.974 -2.514 0.202 0.08
H 1.382 -3.624 -1.132 0.10
H 0.766 -4.768 1.106 0.10
H -0.695 -3.969 0.755 0.10
H -1.255 -3.518 3.192 0.06
H -0.113 -2.713 4.159 0.08
H 0.189 -4.395 3.696 0.05
C -7.735 3.180 3.967 -0.14
O -7.144 2.851 2.737 -0.20
C -7.910 1.924 1.909 -0.20
C -7.283 1.708 0.537 -0.20
N -6.048 0.990 0.640 -0.07
C -6.380 -0.382 1.065 -0.20
C -5.443 -1.336 0.296 -0.16
O -4.064 -0.993 0.653 -0.22
C -2.914 -1.739 0.230 -0.09
H -8.694 3.696 4.017 0.08
H -7.048 3.880 4.442 0.08
H -7.732 2.304 4.615 0.08
H -8.883 2.405 1.803 0.12
H -8.017 1.086 2.598 0.11
H -7.135 2.755 0.272 0.13
H -7.991 1.113 -0.039 0.13
H -5.333 1.175 1.329 0.12
H -7.426 -0.628 0.878 0.12
H -6.327 -0.585 2.134 0.11
H -5.487 -1.073 -0.761 0.11
H -5.655 -2.401 0.392 0.11
H -2.549 -2.420 0.999 0.06
H -2.146 -1.030 -0.081 0.07
H -3.019 -2.333 -0.677 0.07
C 1.684 -0.105 2.523 -0.11
O 2.188 1.217 2.395 -0.18
C 1.318 2.205 2.925 -0.21
C 1.776 3.559 2.266 -0.19
N 1.134 4.730 2.866 -0.07
C -0.299 4.739 2.747 -0.20
C -0.859 6.075 3.264 -0.23
O -0.392 7.076 2.438 -0.17
C -1.107 8.274 2.568 -0.13
H 1.633 -0.330 3.589 0.09
H 2.318 -0.795 1.966 0.07
H 0.734 -0.341 2.043 0.07
H 1.377 2.329 4.006 0.12
H 0.281 1.993 2.663 0.11
H 1.543 3.510 1.203 0.09
H 2.842 3.631 2.485 0.12
H 1.345 5.586 2.373 0.09
H -0.557 3.844 3.314 0.11
H -0.624 4.537 1.726 0.12
H -0.597 6.286 4.301 0.13
H -1.938 6.230 3.286 0.11
H -2.179 8.092 2.480 0.08
H -0.950 9.100 1.874 0.09
H -1.226 8.762 3.535 0.09
C 1.247 -5.411 -5.827 -0.09
O 2.190 -4.381 -5.532 -0.25
C 3.495 -4.898 -5.842 -0.17
C 4.494 -3.766 -5.435 -0.18
N 4.792 -3.790 -4.006 -0.05
C 5.901 -2.885 -3.748 -0.20
C 6.113 -2.848 -2.249 -0.16
O 4.827 -2.376 -1.730 -0.27
C 4.821 -2.201 -0.348 -0.10
H 1.626 -6.380 -5.500 0.09
H 1.159 -5.389 -6.913 0.09
H 0.251 -5.280 -5.404 0.07
H 3.571 -5.004 -6.924 0.12
H 3.701 -5.828 -5.312 0.13
H 4.055 -2.786 -5.623 0.10
H 5.425 -3.908 -5.984 0.12
H 3.958 -3.655 -3.452 0.11
H 5.450 -1.913 -3.945 0.09
H 6.740 -2.834 -4.443 0.13
H 6.908 -2.198 -1.883 0.12
H 6.269 -3.866 -1.892 0.12
H 5.178 -3.157 0.033 0.10
H 3.887 -1.755 -0.006 0.07
H 5.611 -1.462 -0.211 0.09
C -5.234 -2.967 8.414 -0.10
O -4.259 -2.886 7.362 -0.22
C -4.579 -3.670 6.163 -0.21
C -3.716 -3.196 5.060 -0.22
N -4.147 -1.866 4.568 -0.03
C -3.094 -1.234 3.824 -0.21
C -2.055 -0.504 4.656 -0.20
O -2.670 0.753 5.001 -0.17
C -1.992 1.264 6.099 -0.14
H -5.051 -3.894 8.958 0.08
H -6.222 -2.864 7.965 0.08
H -5.248 -2.282 9.262 0.08
H -5.646 -3.504 6.014 0.12
H -4.460 -4.708 6.476 0.12
H -3.707 -3.948 4.271 0.12
H -2.765 -3.107 5.585 0.11
H -4.409 -1.322 5.378 0.11
H -3.562 -0.524 3.142 0.11
H -2.652 -2.020 3.212 0.08
H -1.107 -0.400 4.129 0.11
H -1.828 -1.080 5.553 0.11
H -2.198 0.709 7.014 0.09
H -2.483 2.205 6.346 0.09
H -0.930 1.354 5.874 0.09
C -0.026 -7.064 4.102 -0.72
O 0.801 -6.943 3.227 0.03
N -0.120 -6.408 5.260 0.17
N -1.094 -7.809 3.923 0.16
H 0.679 -5.886 5.591 0.12
H -0.790 -6.808 5.900 0.11
H -1.355 -7.745 2.950 0.13
H -1.871 -7.791 4.568 0.11
C -2.219 2.398 -5.184 -0.80
O -3.019 3.238 -4.859 0.02
N -2.363 1.111 -5.021 0.19
N -1.120 2.728 -5.781 0.19
H -1.592 0.501 -5.253 0.05
H -3.223 0.824 -4.575 0.11
H -0.569 1.924 -6.045 0.08
H -0.819 3.679 -5.937 0.13
C -0.579 -5.252 -2.462 -0.77
O 0.600 -5.505 -2.181 0.03
N -1.545 -6.035 -2.781 0.16
N -1.088 -4.034 -2.440 0.17
H -2.015 -5.514 -3.507 0.11
H -1.243 -6.989 -2.918 0.13
H -0.579 -3.286 -1.990 0.06
H -2.045 -3.967 -2.757 0.10
C -5.919 2.046 -2.893 -0.85
O -6.992 1.505 -2.748 0.02
N -5.035 2.075 -1.942 0.18
N -5.479 2.450 -3.987 0.18
H -4.037 2.153 -2.077 0.09
H -5.258 1.631 -1.062 0.06
H -4.575 2.897 -4.051 0.05
H -5.958 2.360 -4.872 0.13
C 0.451 -1.236 -5.703 -0.74
O 0.117 -0.075 -6.016 -0.03
N 1.690 -1.543 -5.651 0.20
N -0.340 -2.180 -5.283 0.20
H 2.326 -0.782 -5.845 0.09
H 1.939 -2.507 -5.485 0.07
H 0.037 -3.107 -5.148 0.08
H -1.268 -1.931 -4.973 0.11
C 2.848 -7.701 0.458 -0.80
O 3.686 -7.807 -0.427 0.01
N 2.707 -6.673 1.206 0.17
N 2.080 -8.705 0.849 0.16
H 2.025 -6.819 1.936 0.04
H 3.202 -5.850 0.894 0.13
H 2.096 -9.571 0.328 0.12
H 1.648 -8.509 1.740 0.08
C 4.095 0.739 -4.030 -0.68
O 3.896 0.048 -5.061 -0.02
N 4.066 0.311 -2.772 0.18
N 4.134 2.038 -3.982 0.16
H 4.169 1.006 -2.047 0.11
H 4.013 -0.689 -2.641 0.08
H 4.437 2.456 -3.114 0.11
H 3.978 2.652 -4.768 0.13
```

Values from the calculation:
maximum force	7.9	eV/A
E	-115200.3641	eV
HOMO energy	-8.3	eV
Kohn-Sham gap	8.041	eV
total charge	0



Molecular formula: C43H132N8O19
Method: DFT, ωB97M-V/def2-TZVPD

```
202
Properties=species:S:1:pos:R:3:lowdin_charge:R:1
C 0.496 0.005 -7.667 -0.04
C 0.189 0.764 -6.368 -0.44
C -1.135 0.227 -5.816 -0.23
O -2.238 0.480 -6.631 -0.17
C -3.288 -0.398 -6.449 -0.11
N 1.310 0.664 -5.495 0.04
H -0.206 0.272 -8.456 0.08
H 0.402 -1.084 -7.459 0.09
H 1.488 0.229 -8.053 0.07
H 0.050 1.821 -6.647 0.15
H -1.250 0.544 -4.708 0.13
H -0.955 -0.882 -5.745 0.11
H -3.000 -1.404 -6.605 0.07
H -4.146 -0.071 -7.086 0.11
H -3.637 -0.329 -5.416 0.07
H 1.078 0.978 -4.534 0.09
H 1.651 -0.295 -5.382 0.10
C 4.368 -3.524 -1.291 -0.06
C 3.919 -2.897 -2.635 -0.42
C 3.983 -1.343 -2.432 -0.18
O 3.679 -0.749 -3.703 -0.21
C 3.595 0.652 -3.469 -0.12
N 4.613 -3.413 -3.758 0.06
H 3.957 -3.048 -0.399 0.06
H 5.416 -3.616 -1.119 0.06
H 3.963 -4.533 -1.260 0.08
H 2.904 -3.304 -2.726 0.13
H 4.929 -0.952 -2.119 0.11
H 3.202 -0.981 -1.690 0.13
H 4.480 0.957 -2.843 0.10
H 2.654 0.812 -2.874 0.08
H 3.481 1.175 -4.394 0.05
H 5.593 -3.531 -3.525 0.08
H 4.418 -2.935 -4.594 0.06
C 1.488 -2.344 1.189 -0.03
C 0.611 -1.147 0.914 -0.48
C -0.473 -1.455 -0.144 -0.10
O 0.155 -1.863 -1.405 -0.23
C 0.217 -0.869 -2.372 -0.12
N 0.082 -0.725 2.105 0.08
H 2.375 -2.006 1.802 0.08
H 1.708 -2.899 0.295 0.06
H 0.953 -3.056 1.864 0.09
H 1.224 -0.452 0.449 0.09
H -1.192 -0.603 -0.275 0.12
H -1.107 -2.306 0.149 0.12
H 0.940 -1.258 -3.089 0.09
H 0.634 0.089 -2.058 0.08
H -0.795 -0.767 -2.771 0.09
H -0.492 0.090 2.050 0.08
H -0.467 -1.441 2.551 0.09
C 2.620 1.870 0.918 -0.01
C 4.099 2.201 1.152 -0.42
C 4.326 2.642 2.596 -0.14
O 3.399 3.707 3.005 -0.21
C 3.394 4.848 2.203 -0.13
N 4.933 1.029 0.898 0.06
H 2.533 1.186 0.086 0.06
H 2.078 2.764 0.774 0.04
H 2.066 1.514 1.830 0.10
H 4.348 3.056 0.541 0.11
H 5.314 3.119 2.798 0.14
H 4.124 1.740 3.163 0.11
H 3.290 5.783 2.770 0.10
H 2.583 4.757 1.526 0.05
H 4.375 4.960 1.607 0.12
H 5.862 1.170 1.224 0.08
H 4.897 0.773 -0.083 0.07
C -1.095 -3.276 5.217 -0.05
C 0.044 -3.132 6.228 -0.35
C -0.034 -4.178 7.338 -0.19
O -1.325 -4.108 7.949 -0.19
C -1.329 -4.060 9.328 -0.14
N 1.436 -3.201 5.541 0.05
H -2.089 -3.464 5.606 0.08
H -0.795 -4.048 4.568 0.05
H -1.138 -2.394 4.576 0.06
H -0.015 -2.140 6.669 0.13
H 0.784 -3.891 8.050 0.13
H 0.090 -5.128 7.003 0.09
H -0.630 -3.254 9.726 0.11
H -1.205 -5.046 9.732 0.08
H -2.327 -3.714 9.584 0.08
H 1.435 -3.834 4.754 0.05
H 2.020 -2.357 5.373 0.06
C -2.919 1.848 0.709 -0.05
C -4.392 2.099 0.357 -0.38
C -4.711 3.581 0.473 -0.27
O -5.880 3.878 -0.163 -0.18
C -6.188 5.308 -0.153 -0.04
N -4.665 1.554 -0.979 0.06
H -2.597 2.601 1.403 0.05
H -2.256 1.797 -0.184 0.08
H -2.810 0.872 1.255 0.09
H -4.986 1.634 1.122 0.13
H -3.955 4.222 -0.017 0.12
H -4.685 3.857 1.534 0.13
H -6.417 5.546 0.882 0.09
H -6.987 5.494 -0.783 0.06
H -5.301 5.855 -0.508 0.09
H -5.668 1.709 -1.144 0.11
H -4.033 2.127 -1.568 0.06
C -4.141 -4.206 3.320 -0.04
C -4.925 -3.715 2.139 -0.45
C -4.725 -2.269 1.737 -0.21
O -4.837 -1.353 2.789 -0.21
C -6.125 -1.203 3.342 -0.11
N -4.806 -4.648 1.024 0.06
H -4.296 -3.672 4.197 0.05
H -3.043 -4.255 3.117 0.09
H -4.370 -5.243 3.457 0.07
H -5.988 -3.702 2.378 0.12
H -5.554 -1.975 1.005 0.14
H -3.845 -1.907 1.228 0.11
H -6.814 -0.931 2.528 0.09
H -6.084 -0.403 4.068 0.08
H -6.532 -2.146 3.731 0.08
H -5.594 -4.547 0.426 0.05
H -3.966 -4.475 0.460 0.07
C 3.058 4.443 -2.421 -0.04
C 3.067 4.695 -3.915 -0.41
C 1.937 5.599 -4.471 -0.17
O 0.735 5.159 -3.875 -0.22
C -0.444 5.263 -4.613 -0.09
N 4.373 5.254 -4.335 0.04
H 3.130 5.409 -1.879 0.10
H 3.905 3.862 -2.125 0.06
H 2.099 4.041 -2.113 0.05
H 2.994 3.766 -4.476 0.12
H 1.822 5.532 -5.545 0.12
H 2.080 6.647 -4.167 0.13
H -1.003 6.085 -4.267 0.07
H -0.972 4.293 -4.507 0.08
H -0.335 5.482 -5.699 0.10
H 4.456 5.262 -5.362 0.08
H 4.387 6.185 -4.007 0.04
C -4.749 -1.276 -2.793 -0.16
O -3.779 -0.857 -1.830 -0.14
H -5.226 -0.569 -3.410 0.05
H -4.228 -2.025 -3.369 0.06
H -5.566 -1.819 -2.309 0.07
H -4.135 -0.105 -1.396 -0.03
C 4.148 -6.169 6.195 -0.18
O 4.327 -4.811 6.467 -0.13
H 3.745 -6.249 5.195 0.07
H 5.118 -6.714 6.140 0.09
H 3.491 -6.604 6.901 0.06
H 3.447 -4.438 6.386 0.03
C -0.964 -6.067 0.350 -0.17
O -1.526 -4.896 -0.180 -0.17
H -1.707 -6.905 0.294 0.08
H -0.055 -6.285 -0.199 0.07
H -0.796 -5.925 1.469 0.09
H -1.270 -4.759 -1.134 0.06
C -1.375 -3.869 -3.961 -0.16
O -0.754 -4.017 -2.728 -0.14
H -2.447 -4.211 -3.962 0.10
H -1.280 -2.841 -4.362 0.06
H -0.821 -4.427 -4.722 0.07
H -0.421 -3.184 -2.334 0.05
C 5.385 -2.222 2.896 -0.15
O 4.297 -1.323 2.803 -0.18
H 4.978 -3.176 3.246 0.08
H 5.860 -2.378 1.945 0.06
H 6.164 -1.913 3.596 0.07
H 4.428 -0.589 2.142 0.05
C -0.563 4.069 -0.339 -0.08
O -0.282 3.453 -1.650 -0.15
H -1.454 4.697 -0.407 0.08
H -0.931 3.274 0.352 0.06
H 0.338 4.557 -0.036 0.06
H 0.224 4.096 -2.119 0.00
C -0.897 4.067 3.701 -0.19
O 0.226 4.583 3.102 -0.10
H -1.763 4.687 3.504 0.08
H -1.083 3.079 3.369 0.05
H -0.873 4.064 4.752 0.07
H 1.044 4.204 3.462 0.07
C -3.367 2.423 -3.806 -0.17
O -3.002 3.238 -2.746 -0.15
H -3.127 1.404 -3.552 0.06
H -4.426 2.492 -4.000 0.09
H -2.714 2.701 -4.677 0.09
H -2.058 3.072 -2.526 0.06
C 4.421 2.411 -7.373 -0.15
O 3.033 2.462 -7.075 -0.18
H 4.751 3.429 -7.259 0.06
H 4.823 1.755 -6.578 0.08
H 4.655 1.953 -8.364 0.08
H 2.713 1.765 -6.446 0.03
C 2.229 0.563 5.235 -0.11
O 0.957 0.754 4.508 -0.19
H 2.409 1.561 5.767 0.10
H 2.165 -0.261 5.982 0.07
H 2.986 0.326 4.539 0.03
H 0.984 0.204 3.665 0.04
C -3.149 1.136 5.461 -0.11
O -2.091 0.324 4.862 -0.15
H -4.086 0.599 5.394 0.06
H -2.989 1.262 6.536 0.08
H -3.275 2.043 4.896 0.06
H -1.209 0.696 4.965 0.03
```

Values from the calculation:
maximum force	3.8	eV/A
E	-97544.3397	eV
HOMO energy	-8.6	eV
Kohn-Sham gap	9.119	eV
total charge	0



Molecular formula: C43H26AgF11O4PS6
Method: DFT, ωB97M-V/def2-TZVPD

```
92
Properties=species:S:1:pos:R:3:lowdin_charge:R:1
Ag 1.318 -0.889 -0.071 0.59
O 2.799 4.916 4.061 -0.10
C 2.605 3.949 3.361 -1.07
S 1.591 3.978 1.916 0.91
C 1.730 2.282 1.443 -1.19
C 2.537 1.500 2.292 -1.19
S 2.893 -0.112 2.133 0.65
S 3.289 2.360 3.645 0.92
S 0.964 1.805 0.024 0.58
C -3.583 7.971 -0.890 -0.06
C -3.445 6.523 -0.505 -0.28
C -2.196 5.921 -0.409 -0.03
C -2.073 4.581 -0.069 -0.06
C -3.211 3.843 0.199 -0.39
C -4.472 4.411 0.076 -0.09
C -4.580 5.749 -0.263 -0.04
S -3.079 2.082 0.514 0.96
O -4.446 1.568 0.193 -0.51
C -3.168 2.009 2.341 -0.24
C -3.984 2.990 2.960 -0.06
C -4.568 2.777 4.169 -0.02
C -4.471 1.503 4.774 -0.16
C -5.222 1.168 5.928 -0.04
C -5.169 -0.089 6.454 -0.09
C -4.344 -1.065 5.855 -0.07
C -3.568 -0.750 4.777 -0.01
C -3.606 0.548 4.200 -0.12
C -2.824 0.856 3.029 -0.11
C -1.651 -0.076 2.848 -0.12
C -0.799 -0.183 4.012 -0.12
C -0.831 0.768 5.066 -0.02
C -0.063 0.616 6.184 -0.07
C 0.793 -0.496 6.319 -0.08
C 0.882 -1.402 5.304 -0.03
C 0.111 -1.259 4.125 -0.17
C 0.254 -2.182 3.057 -0.02
C -0.454 -2.005 1.914 -0.09
C -1.409 -0.955 1.829 -0.29
S -2.254 -0.911 0.245 0.98
O -1.194 -1.254 -0.744 -0.51
C -3.246 -2.380 0.485 -0.35
C -2.905 -3.544 -0.177 -0.05
C -3.714 -4.661 -0.018 -0.02
C -4.857 -4.615 0.772 -0.28
C -5.747 -5.823 0.904 -0.06
C -5.181 -3.423 1.420 -0.05
C -4.385 -2.299 1.274 -0.07
H -2.620 8.479 -0.869 0.07
H -4.259 8.492 -0.210 0.07
H -3.995 8.068 -1.898 0.08
H -1.303 6.500 -0.614 0.11
H -1.106 4.102 -0.036 0.07
H -5.341 3.787 0.239 0.11
H -5.562 6.202 -0.349 0.11
H -4.131 3.934 2.456 0.10
H -5.148 3.556 4.647 0.11
H -5.849 1.930 6.375 0.11
H -5.760 -0.343 7.325 0.10
H -4.325 -2.072 6.252 0.10
H -2.931 -1.505 4.336 0.13
H -1.455 1.648 4.976 0.12
H -0.095 1.370 6.960 0.10
H 1.401 -0.606 7.208 0.10
H 1.570 -2.236 5.361 0.12
H 0.940 -3.017 3.144 0.12
H -0.384 -2.722 1.102 0.08
H -2.008 -3.578 -0.779 0.11
H -3.438 -5.583 -0.514 0.12
H -5.172 -6.744 0.805 0.07
H -6.514 -5.826 0.126 0.08
H -6.255 -5.835 1.869 0.07
H -6.066 -3.376 2.045 0.11
H -4.643 -1.368 1.768 0.11
F 1.221 -3.435 -0.519 -0.20
P 1.143 -5.057 -0.333 0.16
F 1.034 -6.659 -0.118 -0.18
F -0.361 -4.887 0.297 -0.19
F 0.496 -5.195 -1.804 -0.16
F 2.622 -5.213 -0.934 -0.15
F 1.749 -4.893 1.167 -0.17
F 4.171 -3.271 -6.075 0.06
C 3.968 -2.784 -4.825 -0.17
C 2.757 -2.215 -4.470 -0.16
F 1.768 -2.150 -5.385 0.08
C 2.565 -1.704 -3.205 -0.15
F 1.366 -1.145 -2.924 0.05
C 3.552 -1.725 -2.186 -0.35
O 3.391 -1.240 -1.021 -0.14
C 4.769 -2.325 -2.606 -0.15
F 5.793 -2.397 -1.730 0.07
C 4.971 -2.826 -3.873 -0.16
F 6.167 -3.363 -4.205 0.07
```

Values from the calculation:
expectation value of S²	0.768
maximum force	0.5	eV/A
E	-161402.9713	eV
spin multiplicity	2
HOMO energy (spin up / spin down)	-2.2 / -2.2	eV
Kohn-Sham gap (spin up / spin down)	5.511 / 5.416	eV
total charge	-2